[1]
A structure of composition C29H35AlN8O2P in a non-equilibrium geometry. Source: OMol25; level of theory: wB97M-V/def2-TZVPD.

The geometry in XYZ format:
```
76
Properties=species:S:1:pos:R:3
P -1.22084 -2.90585 -0.99522
Al 0.84802 -0.17942 -0.11121
O 1.84104 -0.83592 1.23524
O 1.61232 -3.03078 1.56692
N -2.27716 -0.98356 -2.74782
N 1.28900 -4.12500 -1.30253
N -0.58630 -0.23320 -1.56369
N -1.64708 -3.00999 1.79615
N 1.41327 -1.93010 -1.16189
N 2.41087 0.85537 -0.68111
N 0.12479 1.72178 0.35528
N -0.68656 -1.15900 1.09524
C 1.22849 2.31890 0.74970
C -3.18144 3.50883 0.49506
C -2.01927 0.28619 -3.18023
C -1.78080 4.53614 -1.13147
C 0.50487 3.76559 -1.68017
C -0.96292 0.73742 -2.44472
C 2.08909 -1.94475 1.87612
C -0.76455 -1.12370 2.46086
C -1.76685 2.12846 3.23198
C -3.33134 -1.85960 -3.23228
C -1.21543 -2.31073 0.72311
C 2.67630 -2.43914 -1.27994
C -0.76168 3.62883 -0.85742
C -0.96596 2.63163 0.11704
C -2.20186 -4.34969 1.80285
C -2.43223 1.63854 1.94143
C 2.46456 1.80478 0.33707
C 3.77373 2.27287 0.49241
C -1.36289 -2.26172 2.90535
C 3.07127 -1.79398 3.01013
C 0.75051 -5.46996 -1.22395
C -1.38817 -1.27245 -1.77073
C 1.36762 4.96019 -1.25904
C 2.61218 -3.79613 -1.36860
C 0.59283 -2.97301 -1.16729
C 4.54066 1.58548 -0.43802
C -2.18853 2.58813 0.80493
C -2.99131 4.48158 -0.47001
C 3.66663 0.73952 -1.12993
H 0.21098 3.91507 -2.72303
H 2.91183 -0.84759 3.52336
H 1.10558 2.85800 -1.63864
H -3.50637 1.54596 2.11015
H 4.08040 -1.77800 2.59458
H -3.77755 5.18951 -0.69743
H -0.28466 -5.46804 -1.55544
H 1.18016 3.27736 1.26635
H -2.11843 3.13171 3.47606
H 3.38546 -4.53697 -1.47466
H -2.05498 0.66302 1.66986
H 0.81178 5.89326 -1.35040
H 2.25074 5.02441 -1.89502
H -0.38087 -0.29388 3.02926
H -1.59651 -2.60113 3.89981
H -2.00613 1.47331 4.07142
H -1.61077 5.29361 -1.88829
H 3.90211 0.12754 -1.98818
H -3.89534 -1.34456 -4.00396
H 5.59701 1.69785 -0.61908
H 0.79794 -5.82994 -0.19588
H 1.69823 4.86503 -0.22410
H -0.45064 1.67948 -2.49584
H 2.98615 -2.63264 3.69568
H -2.70094 -4.55095 0.85785
H -4.12024 3.46304 1.03483
H -2.91176 -2.77147 -3.65344
H 1.32506 -6.13793 -1.86038
H -4.00924 -2.12484 -2.42291
H -1.41358 -5.08794 1.95157
H 3.54174 -1.80280 -1.26983
H -2.92718 -4.43875 2.60737
H -2.58981 0.75976 -3.95993
H -0.68086 2.17317 3.12578
H 4.10582 3.01381 1.20294
```

Calculated values
Relative energy (zero: lowest compared OMol25 entry of this formula, charge and spin)   26.6 kcal per mole
Total charge   +1
Spin multiplicity   1
HOMO level   -10.27 eV

[2]
An isolated molecule of C19H18FNO3 in a non-equilibrium geometry. Source: OMol25; level of theory: wB97M-V/def2-TZVPD.

The geometry in XYZ format:
```
42
Properties=species:S:1:pos:R:3
F 6.73801 -2.74333 -2.11304
O -1.29605 -2.13228 3.13209
O 3.62250 -1.77167 -2.21108
O -2.30459 -0.80807 -1.96806
N -3.33260 2.20096 -1.49395
C 1.08004 -1.16939 -1.67807
C 1.67579 -1.95024 1.47673
C 2.91871 -2.10046 0.38148
C 2.58195 -1.70511 -1.17339
C -2.51023 1.07299 3.20143
C 4.36396 -2.58944 0.98019
C 5.27922 -3.48223 -0.04590
C -1.64645 -0.47400 -0.85494
C -1.98356 0.14544 1.93615
C -5.34787 3.92023 -1.56964
C -0.10265 -1.03288 -0.54393
C 6.39509 -2.42662 -0.70685
C -3.71063 3.64011 -1.76647
C -3.67895 2.87589 1.22006
C -2.26484 0.52527 0.33238
C -3.35769 2.45030 2.78006
C 0.16697 -1.42888 1.05867
C -3.12488 1.91135 -0.02430
C -1.07936 -1.24265 2.15810
H -2.28206 0.80563 4.33907
H -4.26468 3.87485 1.01056
H -5.84772 4.37493 -2.53328
H 4.11481 -3.30146 1.90547
H 0.87035 -0.88465 -2.79559
H 1.85491 -2.19082 2.62949
H -3.47355 3.82953 -2.92113
H -3.77034 3.16510 3.63676
H -3.96564 1.51606 -1.96211
H 3.45254 -1.12416 -2.96293
H 5.84764 -1.36680 -0.72958
H 4.90065 -1.65259 1.43896
H 4.65089 -4.04531 -0.88880
H -3.06877 4.43755 -1.18375
H -5.79719 2.84673 -1.30519
H -5.56766 4.62323 -0.66014
H 5.92825 -4.31835 0.48088
H 7.33569 -2.27475 -0.00642
```

Calculated values
Relative energy (zero: lowest compared OMol25 entry of this formula, charge and spin)   503.8 kcal per mole
Structure (SMILES)   CCNc1cccc2c1C(=O)c1cc(O)c(CCCF)cc1C2=O
Spin multiplicity   1
HOMO level   -8.40 eV

[3]
A structure of composition C52H46BN12O4STeTl in a non-equilibrium geometry. Source: OMol25; level of theory: wB97M-V/def2-TZVPD.

The geometry in XYZ format:
```
118
Properties=species:S:1:pos:R:3
Tl -0.90646 0.09420 -0.45541
Te -3.47791 0.76866 1.67200
S -0.84909 1.35884 4.31807
O 1.45984 -1.93451 -3.26035
O -2.68038 -0.20370 -5.20931
O 2.34069 -2.17203 -1.17572
O -2.63136 -0.76404 -3.04789
N 0.49411 -0.99639 1.62324
N 1.27422 4.00983 -2.47746
N -0.38522 1.67030 1.60520
N 0.36959 2.12999 -1.78980
N -5.45568 5.54185 -3.82880
N 2.80906 6.28208 -4.50209
N 4.23757 -1.39714 5.04102
N -2.16707 -2.50188 -0.30787
N -1.66832 -2.40318 -6.05111
N 2.48900 -2.06583 6.26763
N 2.93855 5.37991 -3.48843
N 3.83625 6.21861 -5.27141
C -4.79740 2.45631 -2.39094
C 1.77983 -0.64069 1.64553
C 3.10026 -3.37719 -4.41026
C -1.45606 -4.99277 0.68255
C 1.34928 3.54460 -0.00960
C 4.67832 -1.75417 6.27411
C -3.50646 1.92095 -0.40439
C 1.94594 5.28103 -2.46476
C -2.21617 -2.48520 -4.69866
C 6.55776 3.83463 -4.53189
C -8.55550 -0.59904 3.06237
C -6.33561 -0.23362 2.17558
C 3.75676 -2.62401 8.37409
C 5.05031 -2.62634 8.87661
C 0.70756 -1.67750 3.90811
C 5.93156 4.83049 -5.25610
C -4.37660 3.78902 -2.32071
C -2.37568 -4.19582 1.35314
C -1.29054 -3.26653 -0.94587
C -2.68708 -2.95376 0.82088
C 5.96769 -1.76328 6.80256
C -5.79627 -0.37421 3.45717
C 4.74683 3.70072 -2.91111
C 0.99865 3.20899 -1.40675
C -4.35162 1.54902 -1.45556
C -3.04099 3.24092 -0.40230
C 4.16776 -3.70004 -1.80740
C -7.70945 -0.34203 1.99857
C -5.44389 0.07062 1.02696
C 2.59635 -0.79791 2.74134
C 4.11565 4.70316 -3.62997
C 6.12820 -2.20227 8.10325
C -0.89934 -4.51845 -0.49261
C -8.02340 -0.74942 4.33025
C -3.44348 4.16087 -1.34399
C -4.33811 -0.19847 3.64831
C -0.58481 1.54276 2.75214
C -0.02101 -1.46493 2.75517
C 0.22003 2.21435 -3.13959
C 5.98363 3.28179 -3.38779
C 4.73033 -4.34043 -2.90416
C 4.20595 -4.18557 -4.17745
C 4.68553 5.27217 -4.79938
C 3.06885 -2.89827 -2.03551
C -2.51586 -1.06201 -4.19647
C -6.65841 -0.63325 4.51782
C 2.53343 -2.74185 -3.32581
C 0.76785 3.37644 -3.58714
C 2.07323 -1.36076 3.91943
C 3.58418 -2.18295 7.07516
C -4.94318 4.74957 -3.16564
C 2.93072 -1.58469 5.04624
B 1.30995 -1.53557 -1.89268
H -0.89056 -2.84684 -1.85605
H -5.48517 2.15667 -3.17399
H 4.30614 3.25997 -2.02924
H 2.70113 -3.26234 -5.40596
H -1.08192 -1.67898 2.73500
H 7.11881 -2.21804 8.53939
H 6.80531 -1.43625 6.20547
H 2.42345 3.46947 0.16094
H -1.17849 -5.96627 1.06649
H 5.22596 -2.96494 9.89007
H -5.90461 0.83547 0.40338
H 1.52735 -2.21044 6.52396
H 5.60029 -4.96768 -2.76358
H -5.30801 -0.81951 0.40923
H 2.40516 5.40715 -1.47564
H 3.63046 -0.49129 2.73020
H 6.36917 5.25948 -6.14283
H 6.52046 2.50748 -2.85717
H 0.20857 -2.07477 4.78082
H -3.08163 5.18274 -1.33029
H -8.67490 -0.95905 5.16955
H 4.66306 -4.70834 -5.00833
H -9.62406 -0.67947 2.90299
H -3.17508 -3.01128 -4.74104
H -4.14287 0.40247 4.54066
H -1.70084 -3.30269 -6.51402
H -0.69475 -2.11902 -5.99882
H 0.85628 3.80283 -4.56653
H 2.14848 -0.20642 0.72753
H 1.01883 4.54951 0.25152
H -8.12973 -0.20339 1.01105
H -6.24152 -0.73983 5.51123
H -2.48230 -0.68224 -6.04177
H -2.83868 -4.53658 2.26723
H 2.92449 -2.95808 8.97801
H -0.27684 1.43713 -3.68704
H -3.38831 -2.28851 1.31090
H -0.17041 -5.09647 -1.04466
H -2.36127 3.53975 0.38689
H -1.57482 -2.99361 -3.97153
H 0.83796 2.82631 0.63752
H 4.57004 -3.80999 -0.81305
H 7.51885 3.46181 -4.86569
H -3.86128 -1.17019 3.81481
H -4.68292 0.52269 -1.53472
H 1.23784 6.10054 -2.64726
```

Calculated values
Relative energy (zero: lowest compared OMol25 entry of this formula, charge and spin)   65.8 kcal per mole
Total charge   -2
Spin multiplicity   1
HOMO level   -0.73 eV